This record from the Open Molecules 2025 dataset describes an isolated ion of composition C4H11NO and charge +1. The level of theory is wB97M-V/def2-TZVPD.

Properties
orbital gap (spin up / spin down) = 11.7 / 7.0 eV
HOMO energy (spin up / spin down) = -14.98 / -14.97 eV
net charge = +1
spin multiplicity = 2
energy relative to the best compared isomer or geometry (same formula, charge and spin) = 175.6 kJ/mol

Last column: natural (NBO) charge in e.
Atoms and positions in Å:
1 C 1.159 1.846 0.761  -0.62
2 C 0.237 1.436 -0.387  -0.28
3 N -0.674 0.387 -0.027  -0.11
4 C -0.183 -0.827 0.582  -0.32
5 C -0.672 -2.068 -0.275  -0.06
6 O -0.931 -1.866 -1.632  -0.70
7 H 0.730 2.560 1.452  0.25
8 H 2.105 2.232 0.402  0.26
9 H 1.372 0.971 1.379  0.22
10 H 0.911 1.038 -1.159  0.28
11 H -0.358 2.231 -0.812  0.25
12 H -1.586 0.188 -0.435  0.42
13 H -0.508 -0.976 1.613  0.28
14 H 0.904 -0.866 0.510  0.24
15 H 0.064 -2.859 -0.188  0.22
16 H -1.567 -2.442 0.218  0.18
17 H -1.004 -0.984 -2.000  0.47

---

This record from the Open Molecules 2025 dataset describes a 2-piece molecular cluster, C4H11NO overall. The level of theory is wB97M-V/def2-TZVPD.

Properties
orbital gap (spin up / spin down) = 10.2 / 5.5 eV
HOMO energy (spin up / spin down) = -14.66 / -14.65 eV
net charge = +1
spin multiplicity = 2
energy relative to the best compared isomer or geometry (same formula, charge and spin) = 164.1 kJ/mol

Last column: natural (NBO) charge in e.
Atoms and positions in Å:
1 C 1.946 1.189 0.305  -0.72
2 C 1.164 0.134 0.965  0.64
3 O 1.100 -0.988 0.393  -0.02
4 N 0.495 0.372 2.058  -0.68
5 H 1.717 2.202 0.667  0.28
6 H 1.761 1.278 -0.769  0.30
7 H -0.116 -0.342 2.439  0.45
8 H 0.689 1.204 2.597  0.45
9 H 3.013 1.040 0.465  0.30
10 C -2.758 -0.245 -1.867  -0.63
11 C -1.310 -0.560 -1.495  -0.61
12 H -3.332 -1.079 -2.254  0.23
13 H -3.286 0.272 -1.069  0.21
14 H -2.823 0.487 -2.676  0.22
15 H -0.679 0.126 -2.068  0.20
16 H -1.012 -1.599 -1.629  0.22
17 H -1.072 -0.344 -0.452  0.15

---

This record from the Open Molecules 2025 dataset describes a 3-piece molecular cluster, C4H11NO2 overall. The level of theory is wB97M-V/def2-TZVPD.

Properties
orbital gap (spin up / spin down) = 3.4 / 6.3 eV
HOMO energy (spin up / spin down) = 0.14 / -2.83 eV
net charge = -1
spin multiplicity = 2
energy relative to the best compared isomer or geometry (same formula, charge and spin) = 301.9 kJ/mol

Last column: natural (NBO) charge in e.
Atoms and positions in Å:
1 C -2.140 0.120 -0.518  -0.68
2 C -0.670 -0.275 -0.485  0.15
3 C 0.159 0.121 -1.471  -0.56
4 C -0.120 -2.310 0.590  -0.40
5 N -0.057 -0.983 0.594  -0.66
6 H -2.592 -0.181 -1.465  0.20
7 H -2.179 1.215 -0.469  0.20
8 H -2.699 -0.345 0.293  0.22
9 H 1.080 -0.382 -1.738  0.19
10 H -0.108 0.904 -2.189  0.14
11 H 0.700 -2.971 0.887  0.12
12 H -0.971 -2.901 0.201  0.09
13 H -0.609 2.243 2.317  0.44
14 H -0.645 0.971 1.363  0.50
15 O -0.624 1.283 2.280  -0.96
16 H 3.634 1.774 -0.499  0.46
17 H 4.151 0.849 0.577  0.46
18 O 3.690 0.869 -0.267  -0.92

---

This record from the Open Molecules 2025 dataset describes a 2-piece molecular cluster, C4H11NO2 overall. The level of theory is wB97M-V/def2-TZVPD.

Properties
orbital gap (spin up / spin down) = 2.8 / 10.2 eV
HOMO energy (spin up / spin down) = 0.88 / -6.57 eV
net charge = -1
spin multiplicity = 2
energy relative to the best compared isomer or geometry (same formula, charge and spin) = 77.3 kJ/mol

Last column: natural (NBO) charge in e.
Atoms and positions in Å:
1 C -0.290 -1.383 1.589  0.49
2 N -0.241 -0.180 1.005  -0.65
3 C -0.915 0.174 -0.236  -0.35
4 C -0.811 -0.818 -1.404  -0.41
5 C 0.657 -0.999 -1.791  -0.62
6 O -0.859 -2.366 1.132  -0.67
7 H 0.252 -1.463 2.542  0.10
8 H 0.099 0.619 1.524  0.35
9 H -1.970 0.418 -0.066  0.18
10 H -0.464 1.130 -0.518  0.19
11 H -1.309 -1.759 -1.208  0.22
12 H -1.332 -0.267 -2.189  0.19
13 H 0.791 -1.804 -2.524  0.19
14 H 1.401 -1.190 -1.022  0.21
15 H 0.983 -0.073 -2.276  0.20
16 H 1.195 4.267 0.759  0.27
17 H 2.140 5.127 -0.079  0.40
18 O 1.880 4.218 0.075  -1.29

---

This record from the Open Molecules 2025 dataset describes a 2-piece molecular cluster, C4H11NO2 overall. The level of theory is wB97M-V/def2-TZVPD.

Properties
structure (SMILES) = CC(=O)O.CCN
orbital gap = 9.2 eV
HOMO energy = -8.56 eV
energy relative to the best compared isomer or geometry (same formula, charge and spin) = 311.8 kJ/mol

Last column: natural (NBO) charge in e.
Atoms and positions in Å:
1 C 0.665 0.814 2.416  -0.75
2 C 0.864 1.592 1.137  0.79
3 O 0.377 1.499 0.021  -0.59
4 O 1.974 2.471 1.187  -0.73
5 H 1.660 0.089 2.610  0.26
6 H -0.079 0.034 2.512  0.25
7 H 0.340 1.587 3.247  0.26
8 H 2.170 2.898 0.305  0.50
9 C -1.571 -0.219 -1.423  -0.62
10 C -0.287 -1.033 -0.935  -0.19
11 N -0.306 -2.387 -1.513  -0.87
12 H -2.011 0.226 -0.608  0.21
13 H -2.228 -1.049 -1.811  0.19
14 H -1.590 0.588 -2.312  0.22
15 H 0.520 -0.416 -0.977  0.19
16 H -0.185 -1.490 0.259  0.15
17 H -0.913 -2.376 -2.331  0.35
18 H 0.599 -2.828 -1.784  0.36

---

This record from the Open Molecules 2025 dataset describes one molecule with the formula C4H11NO2. The level of theory is wB97M-V/def2-TZVPD.

Properties
structure (SMILES) = N[C@@H](CO)CCO
orbital gap = 9.2 eV
HOMO energy = -8.40 eV
energy relative to the best compared isomer or geometry (same formula, charge and spin) = 266.7 kJ/mol

Last column: natural (NBO) charge in e.
Atoms and positions in Å:
1 N 1.148 -0.963 0.445  -0.89
2 C -0.235 -0.479 0.391  -0.08
3 C -0.610 0.150 1.788  -0.05
4 O -1.232 -0.929 2.398  -0.75
5 C -0.370 0.658 -0.655  -0.43
6 C 0.167 0.311 -2.001  -0.07
7 O 1.557 0.326 -2.137  -0.74
8 H 1.546 -1.297 1.319  0.37
9 H 1.757 -0.429 -0.147  0.38
10 H -0.733 -1.406 0.292  0.22
11 H -1.428 1.033 1.771  0.15
12 H 0.227 0.383 2.518  0.17
13 H -1.779 -0.737 3.182  0.47
14 H 0.071 1.693 -0.255  0.22
15 H -1.472 0.688 -0.776  0.23
16 H -0.319 0.988 -2.817  0.16
17 H -0.111 -0.715 -2.333  0.17
18 H 1.817 0.723 -2.983  0.48

---

Total energy (computed, Ha): -288.648348; -288.652737; -364.123653; -364.209208; -364.149404; -364.166595
Max |F| (computed, eV/A): 1.96; 1.88; 1.84; 1.38; 4.56; 4.59